The following is a DFT calculation (wB97M-V/def2-TZVPD) of 2 unconnected molecules or ions with the total composition C19H38N4O6.

E = -38566.253 eV
multiplicity = 1
total charge = 0
HOMO level = -8.97 eV

```
67
Properties=species:S:1:pos:R:3:lowdin_charge:R:1
O 7.95454 -2.45417 -4.20477 0.061
O -7.50752 1.50600 1.13609 0.045
O 5.70928 0.83939 -4.23888 0.051
O -0.84277 1.00466 -0.46879 -0.070
O -3.50903 -1.69580 -0.56933 -0.021
O -5.93599 -0.49775 0.09334 -0.029
C 7.74391 -2.66380 -3.01987 -0.577
C -7.34039 1.17646 2.30163 -0.453
C 6.32944 0.21348 -3.39336 -0.453
N 7.45753 0.78204 -2.93971 0.046
N -2.42002 0.85273 1.93349 -0.008
N -6.07939 0.80417 2.72172 0.117
N 6.75952 -2.08360 -2.33314 0.090
C 8.63794 -3.60603 -2.24674 0.000
C 8.39897 0.36731 -1.90010 -0.061
C -8.25057 3.43815 4.24030 -0.108
C 2.05010 -0.51514 -1.77111 -0.106
C -0.98754 -0.25322 0.21236 -0.201
C -8.52162 1.10225 3.26479 -0.115
C -3.63385 0.92032 2.75982 -0.160
C -9.18424 2.46635 3.51590 -0.249
C -3.51783 -0.46263 0.15693 -0.284
C -4.81138 -0.44464 0.98674 -0.273
C -2.27587 -0.33297 1.05789 -0.257
C -4.88191 0.81652 1.87112 -0.233
C 4.97043 -0.18434 -0.68165 -0.049
C 3.33177 -0.40788 -2.61164 -0.213
C 4.58319 -1.00378 -1.92773 -0.314
C 5.77326 -1.15464 -2.91243 -0.162
H -0.10708 0.97911 -1.10282 0.058
H -4.38989 -1.78368 -0.98440 0.102
H -6.55179 0.24840 0.30084 0.060
H 7.66351 1.65118 -3.40842 0.143
H -1.57310 1.02728 2.47326 0.122
H -5.99140 0.48274 3.68034 0.141
H 6.66570 -2.31839 -1.35971 0.133
H 9.44924 -3.93229 -2.89667 0.087
H 8.05929 -4.47094 -1.92878 0.082
H 9.05112 -3.09264 -1.38083 0.077
H 9.00650 1.22290 -1.59971 0.088
H 7.86869 -0.00416 -1.02424 0.064
H 9.06365 -0.40476 -2.29152 0.076
H -7.91041 3.01065 5.18831 0.073
H -7.37617 3.66773 3.62366 0.074
H -8.77581 4.37454 4.45205 0.072
H 2.11347 0.12125 -0.88864 0.066
H 1.88999 -1.54990 -1.46638 0.082
H 1.20103 -0.18916 -2.37273 0.073
H -0.12460 -0.40120 0.86832 0.111
H -0.98702 -1.06711 -0.52015 0.119
H -8.19234 0.67587 4.21576 0.109
H -9.26094 0.41984 2.83596 0.125
H -3.65562 1.86875 3.30718 0.125
H -3.62886 0.10622 3.49280 0.116
H -9.49893 2.90612 2.56303 0.111
H -10.08259 2.31849 4.12381 0.106
H -3.53455 0.37618 -0.54741 0.164
H -4.82606 -1.32815 1.63353 0.159
H -2.21437 -1.23380 1.67808 0.150
H -4.89576 1.69861 1.21959 0.169
H 5.18579 0.84872 -0.95865 0.093
H 5.84221 -0.61993 -0.19655 0.061
H 4.15512 -0.18921 0.04063 0.074
H 3.50281 0.64204 -2.85194 0.112
H 3.16024 -0.94499 -3.54555 0.116
H 4.31180 -2.00768 -1.59372 0.138
H 5.38719 -1.63805 -3.81118 0.156
```